DFT (ωB97M-V/def2-TZVPD) results for a molecular structure, C20H52AlN2O2Si.

As for the HOMO energy: -0.1833 Ha. As for the lowest unoccupied orbital energy: 2.2 eV.

Geometry as ORCA input:
```
! wB97M-V def2-TZVPD RIJCOSX def2/J DEFGRID3
* xyz -1 1
C 1.137 4.648 0.517
Si 2.791 5.500 0.742
C 3.337 6.207 -0.911
C 2.574 6.863 2.002
O 3.918 4.469 1.331
C 4.337 3.338 0.509
C 5.168 2.333 1.248
Al 5.992 0.888 0.076
C 4.604 -0.135 -1.009
C 4.538 0.233 -2.500
C 4.033 1.647 -2.702
O 4.071 2.077 -4.071
H 1.203 3.834 -0.209
H 0.387 5.356 0.150
H 0.783 4.231 1.463
H 2.945 5.611 -1.740
H 4.429 6.175 -0.971
H 3.020 7.244 -1.050
H 1.667 7.429 1.770
H 2.466 6.437 3.003
H 3.416 7.559 2.013
H 4.896 3.748 -0.342
H 3.428 2.862 0.117
H 4.563 1.886 2.049
H 5.999 2.857 1.739
H 6.781 -0.161 1.057
H 7.024 1.606 -0.980
H 3.589 -0.074 -0.583
H 4.888 -1.193 -0.936
H 3.891 -0.443 -3.079
H 5.539 0.162 -2.943
H 2.987 1.724 -2.385
H 4.615 2.333 -2.080
H 4.929 2.494 -4.216
C 1.097 -0.266 2.134
C 0.153 -1.425 1.853
N -0.349 -1.430 0.488
C -1.451 -2.346 0.276
C -1.191 -3.850 0.428
C 0.672 -1.403 -0.551
C 1.712 -2.528 -0.566
H 0.628 0.684 1.876
H 1.354 -0.248 3.194
H 2.031 -0.347 1.578
H -0.721 -1.345 2.507
H 0.657 -2.366 2.129
H -1.849 -2.155 -0.726
H -2.247 -2.066 0.976
H -0.624 -4.254 -0.410
H -2.147 -4.378 0.467
H -0.650 -4.082 1.346
H 1.205 -0.454 -0.468
H 0.155 -1.366 -1.514
H 2.094 -2.738 0.434
H 2.563 -2.211 -1.172
H 1.325 -3.457 -0.986
C -5.687 -0.914 1.299
C -5.493 -1.759 0.049
N -5.432 -3.183 0.331
C -4.933 -3.973 -0.779
C -5.777 -4.057 -2.057
C -6.559 -3.737 1.059
C -7.956 -3.569 0.445
H -4.922 -1.147 2.041
H -5.609 0.143 1.044
H -6.667 -1.071 1.754
H -4.538 -1.490 -0.410
H -6.272 -1.496 -0.685
H -4.745 -4.986 -0.410
H -3.953 -3.563 -1.040
H -6.647 -4.702 -1.933
H -5.173 -4.473 -2.865
H -6.124 -3.074 -2.377
H -6.568 -3.293 2.057
H -6.352 -4.800 1.210
H -8.115 -2.549 0.092
H -8.718 -3.779 1.198
H -8.125 -4.243 -0.394
*
```



DFT (ωB97M-V/def2-TZVPD) results for 4 unconnected molecules or ions with the total composition C20H52B2ClN4O8 at a distorted geometry.

As for the HOMO energy: -0.1153 Ha. As for the lowest unoccupied orbital energy: 2.1 eV.

Geometry as ORCA input:
```
! wB97M-V def2-TZVPD RIJCOSX def2/J DEFGRID3
* xyz -1 1
C -3.203 -4.499 1.204
B -3.793 -3.102 1.753
O -4.710 -3.230 2.809
C -3.386 -1.775 1.158
Cl -4.812 -0.552 1.478
B -2.115 -1.155 1.703
N -1.962 -0.264 2.878
O -0.896 -1.472 1.036
H -2.768 -4.407 0.211
H -2.439 -4.931 1.863
H -4.012 -5.237 1.154
H -4.667 -4.115 3.178
H -1.635 -0.748 3.704
H -1.319 0.501 2.707
H -1.143 -1.643 0.121
C -12.508 -0.724 -0.890
O -11.404 -0.081 -1.479
C -10.547 0.592 -0.558
C -9.207 -0.095 -0.432
N -9.337 -1.385 0.223
C -8.110 -2.180 0.249
C -7.508 -2.616 -1.078
O -8.296 -3.559 -1.803
C -9.291 -3.003 -2.628
H -13.154 -1.062 -1.699
H -12.217 -1.591 -0.285
H -13.075 -0.041 -0.247
H -11.030 0.654 0.423
H -10.398 1.608 -0.933
H -8.548 0.538 0.171
H -8.761 -0.155 -1.436
H -10.072 -1.913 -0.231
H -8.312 -3.078 0.836
H -7.342 -1.615 0.783
H -6.563 -3.114 -0.856
H -7.272 -1.763 -1.725
H -8.979 -2.038 -3.043
H -10.243 -2.850 -2.106
H -9.465 -3.697 -3.452
C 6.762 -0.937 -1.082
O 5.651 -1.775 -1.296
C 5.296 -2.616 -0.202
C 3.983 -2.203 0.427
N 4.100 -0.948 1.154
C 2.821 -0.395 1.604
C 1.821 0.022 0.533
O 2.280 1.134 -0.230
C 3.118 0.802 -1.312
H 7.014 -0.491 -2.044
H 6.551 -0.128 -0.376
H 7.628 -1.501 -0.716
H 6.093 -2.623 0.549
H 5.192 -3.629 -0.601
H 3.680 -2.981 1.135
H 3.226 -2.179 -0.368
H 4.556 -0.262 0.567
H 3.040 0.489 2.209
H 2.339 -1.124 2.263
H 0.904 0.329 1.034
H 1.547 -0.807 -0.126
H 2.803 -0.119 -1.814
H 4.157 0.689 -0.995
H 3.073 1.619 -2.034
C 6.056 2.006 1.750
O 5.705 2.488 0.467
C 5.261 3.838 0.440
C 6.263 4.702 -0.294
N 7.508 4.804 0.449
C 8.610 5.421 -0.274
C 9.109 4.732 -1.541
O 9.733 3.481 -1.314
C 8.866 2.365 -1.257
H 6.181 0.928 1.681
H 6.989 2.446 2.122
H 5.266 2.210 2.480
H 5.097 4.205 1.458
H 4.305 3.865 -0.089
H 5.843 5.704 -0.428
H 6.392 4.266 -1.295
H 7.786 3.878 0.747
H 9.456 5.499 0.414
H 8.320 6.444 -0.539
H 9.875 5.373 -1.984
H 8.311 4.619 -2.285
H 8.007 2.490 -1.923
H 8.486 2.175 -0.249
H 9.436 1.494 -1.578
*
```



DFT (ωB97M-V/def2-TZVPD) results for 3 unconnected molecules or ions with the total composition C20H52N7O4P2 at a distorted geometry.

As for the HOMO energy: -0.3685 Ha. As for the lowest unoccupied orbital energy: -3.8 eV.

Geometry as ORCA input:
```
! wB97M-V def2-TZVPD RIJCOSX def2/J DEFGRID3
* xyz 1 1
C 6.879 0.737 2.653
C 6.429 1.411 1.368
O 5.453 2.430 1.633
C 4.156 1.915 1.550
C 3.192 2.921 2.176
O 1.866 2.806 1.656
C 0.995 1.939 2.314
C 0.105 1.327 1.229
C 0.895 0.086 0.735
C 1.586 -0.277 2.004
N 1.604 0.687 2.847
H 6.006 0.356 3.182
H 7.455 1.414 3.277
H 7.517 -0.111 2.401
H 7.278 1.849 0.851
H 5.947 0.678 0.717
H 4.108 0.976 2.116
H 3.840 1.772 0.510
H 3.553 3.897 1.854
H 3.237 2.931 3.268
H 0.481 2.428 3.141
H -0.187 2.058 0.485
H -0.723 0.890 1.790
H 1.621 0.283 -0.052
H 0.254 -0.780 0.560
H 2.012 -1.254 2.198
H 2.027 0.511 3.752
O 0.061 -3.596 1.109
P -0.178 -5.082 1.174
N 1.364 -5.667 0.699
C 1.644 -6.903 -0.002
C 2.482 -5.272 1.548
N -1.372 -5.208 -0.083
C -1.008 -5.662 -1.417
C -2.220 -4.024 -0.202
N -0.747 -6.474 1.934
C -0.147 -6.801 3.229
C -1.599 -7.517 1.393
H 1.610 -7.791 0.646
H 2.644 -6.850 -0.434
H 0.977 -7.066 -0.841
H 2.536 -5.863 2.471
H 2.399 -4.220 1.826
H 3.429 -5.388 1.019
H -0.168 -5.100 -1.845
H -1.865 -5.563 -2.084
H -0.774 -6.727 -1.427
H -1.731 -3.216 -0.760
H -2.493 -3.638 0.779
H -3.144 -4.289 -0.720
H 0.652 -7.545 3.129
H -0.893 -7.192 3.921
H 0.276 -5.910 3.697
H -1.055 -8.163 0.699
H -2.472 -7.110 0.892
H -1.980 -8.143 2.202
O -1.839 3.459 -0.844
P -2.754 4.238 -1.747
N -2.345 3.558 -3.267
C -2.392 4.222 -4.552
C -2.563 2.122 -3.397
N -2.084 5.824 -1.490
C -1.173 6.414 -2.458
C -1.537 6.015 -0.148
N -4.256 4.883 -2.163
C -5.343 3.923 -2.362
C -4.580 6.240 -2.561
H -3.408 4.304 -4.967
H -1.790 3.660 -5.267
H -1.953 5.214 -4.526
H -3.619 1.874 -3.563
H -2.230 1.601 -2.499
H -1.987 1.718 -4.231
H -0.328 5.758 -2.706
H -0.777 7.352 -2.066
H -1.693 6.698 -3.375
H -0.535 5.581 -0.042
H -2.180 5.561 0.604
H -1.476 7.083 0.072
H -5.487 3.686 -3.423
H -6.284 4.307 -1.966
H -5.139 2.991 -1.832
H -4.249 6.452 -3.582
H -4.153 6.975 -1.887
H -5.661 6.390 -2.524
*
```



DFT (ωB97M-V/def2-TZVPD) results for a molecular structure, C20H53Ca3N3O16S2 at a distorted geometry.

As for the HOMO energy: -0.3501 Ha. As for the lowest unoccupied orbital energy: -8.3 eV.

Geometry as ORCA input:
```
! wB97M-V def2-TZVPD RIJCOSX def2/J DEFGRID3
* xyz 2 1
Ca -19.004 15.417 3.225
Ca -24.737 9.968 5.932
Ca -15.926 11.132 8.374
S -20.053 12.114 5.448
O -20.490 13.530 5.583
O -21.228 11.265 5.410
O -19.381 12.205 4.186
O -19.056 11.880 6.477
S -14.927 15.686 6.672
O -15.966 15.628 5.641
O -13.639 15.530 6.063
O -14.852 16.905 7.388
O -15.002 14.510 7.527
C -19.822 16.420 9.393
O -20.405 16.690 8.154
H -18.865 15.904 9.309
H -19.643 17.290 10.025
H -20.391 15.660 9.928
H -20.426 15.894 7.619
C -20.238 9.990 -0.760
O -19.664 9.579 0.479
H -20.099 9.151 -1.442
H -21.300 10.162 -0.586
H -19.654 10.903 -0.883
H -19.887 10.169 1.203
C -16.067 13.077 11.851
O -16.491 11.805 11.380
C -17.052 10.887 12.344
C -17.884 9.765 11.632
N -17.086 9.061 10.690
C -17.864 8.029 9.940
C -17.060 7.451 8.823
O -16.919 8.551 7.900
C -16.704 8.153 6.475
H -16.873 13.540 12.421
H -15.691 13.686 11.029
H -15.257 12.876 12.551
H -17.770 11.446 12.945
H -16.230 10.443 12.906
H -18.795 10.018 11.089
H -18.188 9.110 12.448
H -16.566 8.516 11.362
H -18.843 8.366 9.599
H -18.083 7.300 10.720
H -17.528 6.680 8.212
H -16.103 7.143 9.245
H -16.411 9.098 6.018
H -17.677 7.798 6.134
H -15.927 7.395 6.372
C -16.876 14.778 0.622
O -17.295 15.878 1.331
C -16.692 17.123 1.039
C -17.076 18.195 2.093
N -18.527 18.191 2.096
C -19.044 18.973 3.195
C -20.567 18.858 3.318
O -20.845 17.452 3.161
C -22.242 17.176 3.145
H -17.058 14.864 -0.449
H -17.448 13.917 0.966
H -15.824 14.513 0.729
H -17.101 17.560 0.128
H -15.614 17.051 0.891
H -16.672 19.135 1.717
H -16.552 18.069 3.041
H -18.936 18.794 1.396
H -18.840 20.026 3.390
H -18.723 18.614 4.173
H -21.079 19.370 2.503
H -20.849 19.267 4.289
H -22.920 17.705 3.816
H -22.466 16.152 3.442
H -22.628 17.225 2.127
C -12.860 11.371 5.563
O -12.868 10.864 6.950
C -11.624 10.289 7.318
C -11.518 9.787 8.746
N -12.220 10.624 9.732
C -11.387 11.796 10.057
C -10.479 11.306 11.191
O -9.932 12.369 11.957
C -8.714 11.961 12.539
H -12.036 12.057 5.368
H -13.850 11.797 5.401
H -12.732 10.569 4.836
H -10.860 11.052 7.168
H -11.318 9.425 6.728
H -10.505 9.531 9.056
H -12.007 8.813 8.746
H -12.217 10.051 10.564
H -12.005 12.663 10.289
H -10.704 12.033 9.241
H -9.701 10.672 10.766
H -11.125 10.805 11.911
H -8.195 12.770 13.053
H -8.018 11.536 11.816
H -9.086 11.228 13.255
*
```



DFT (ωB97M-V/def2-TZVPD) results for a molecular structure, C20H53Cd2N3O9 at a distorted geometry.

As for the HOMO energy: -0.4138 Ha. As for the lowest unoccupied orbital energy: -9.5 eV.

Geometry as ORCA input:
```
! wB97M-V def2-TZVPD RIJCOSX def2/J DEFGRID3
* xyz 2 1
Cd -3.792 0.902 2.877
Cd -3.069 1.375 -0.390
C -6.164 1.376 0.716
O -4.782 1.095 0.901
H -6.684 0.578 0.180
H -6.649 1.399 1.698
H -6.325 2.342 0.238
C -0.572 1.124 1.608
O -1.982 0.857 1.484
H -0.205 0.670 2.522
H -0.006 0.814 0.734
H -0.430 2.208 1.591
C 6.767 -4.231 -4.150
O 6.659 -3.012 -3.428
C 5.317 -2.571 -3.347
C 4.461 -3.243 -2.295
N 4.562 -2.609 -0.984
C 4.119 -1.247 -0.840
C 4.113 -0.799 0.623
O 2.828 -1.175 1.158
C 2.557 -0.411 2.320
H 6.715 -4.008 -5.221
H 6.063 -4.988 -3.816
H 7.805 -4.538 -4.024
H 4.890 -2.702 -4.350
H 5.291 -1.493 -3.178
H 4.748 -4.282 -2.134
H 3.434 -3.240 -2.692
H 4.356 -3.266 -0.252
H 3.154 -0.967 -1.278
H 4.870 -0.597 -1.301
H 4.147 0.294 0.608
H 4.932 -1.254 1.182
H 1.622 -0.788 2.747
H 2.467 0.650 2.077
H 3.279 -0.639 3.108
C -6.923 -2.221 7.605
O -6.279 -1.496 6.599
C -6.325 -0.105 6.708
C -5.351 0.611 5.791
N -5.612 0.594 4.323
C -6.060 -0.703 3.797
C -4.895 -1.676 3.672
O -3.946 -1.187 2.715
C -3.146 -2.239 2.146
H -6.491 -2.157 8.608
H -7.020 -3.259 7.296
H -7.969 -1.908 7.758
H -5.999 0.212 7.705
H -7.344 0.280 6.570
H -4.350 0.195 5.942
H -5.321 1.652 6.110
H -6.300 1.335 4.203
H -6.630 -0.563 2.878
H -6.795 -1.121 4.491
H -5.282 -2.633 3.318
H -4.404 -1.814 4.639
H -2.380 -1.805 1.509
H -3.779 -2.888 1.542
H -2.649 -2.825 2.918
C 3.335 3.107 -0.673
O 3.523 2.082 -1.646
C 2.313 1.751 -2.319
C 2.647 0.847 -3.531
N 2.422 1.472 -4.825
C 3.424 2.515 -5.100
C 3.029 3.232 -6.365
O 1.844 3.979 -6.154
C 1.507 4.739 -7.288
H 4.162 3.048 0.030
H 2.366 2.915 -0.200
H 3.359 4.092 -1.144
H 1.764 2.652 -2.607
H 1.746 1.154 -1.586
H 1.993 -0.020 -3.421
H 3.662 0.463 -3.578
H 1.532 1.935 -4.985
H 4.387 2.054 -5.330
H 3.467 3.199 -4.244
H 2.852 2.442 -7.106
H 3.835 3.877 -6.729
H 1.595 4.144 -8.208
H 2.202 5.565 -7.479
H 0.483 5.093 -7.218
O 0.038 -1.687 -0.659
H 0.096 -0.926 -0.083
H -0.824 -1.625 -1.090
*
```



Frontier orbital gap
In order: 7.230, 5.250, 6.266, 1.196, 1.732
Unit: eV